# 1
C6H11NOS | wB97M-V/def2-TZVPD

Positions of all 20 atoms, in Å:
C  2.73  0.07  -0.05
C  1.81  -0.92  0.60
C  -0.74  0.42  -0.11
C  -0.29  1.63  0.28
C  -2.95  -0.59  0.61
C  -2.15  0.15  -0.44
N  2.72  -0.06  -1.39
O  3.23  0.91  0.62
S  0.22  -1.06  -0.29
H  2.37  -1.88  0.51
H  1.72  -0.69  1.63
H  2.44  -0.93  -1.75
H  0.77  1.85  0.55
H  -1.05  2.49  0.57
H  -3.16  -0.06  1.61
H  -2.33  -1.53  0.78
H  -3.90  -0.94  0.15
H  -2.73  1.15  -0.66
H  -2.23  -0.37  -1.42
H  3.53  0.38  -1.82

Values from the calculation:
SMILES: C=C(CC)SCC(N)=O
Energy, eV: -20772.3870
HOMO, eV: -8.5

Here are the Mulliken charges for atoms 1 to 4, given in e:
1. C 0.441
2. C -0.660
3. C 0.595
4. C -0.652

=====

# 2
C6H11NS | wB97M-V/def2-TZVPD

Positions of all 19 atoms, in Å:
C  0.49  1.17  -0.26
C  -2.32  -0.10  0.73
C  -2.53  1.14  -0.17
C  -1.75  -0.02  -0.65
C  1.12  -1.30  -0.05
C  2.61  0.45  0.48
N  1.29  0.16  -0.07
S  0.42  2.73  -0.11
H  -1.54  0.23  1.49
H  -3.05  -0.71  1.21
H  -3.44  1.15  -0.84
H  -2.28  2.11  0.05
H  -1.99  -0.58  -1.61
H  1.56  -1.80  0.80
H  0.05  -1.28  0.05
H  1.48  -1.79  -0.91
H  2.92  1.47  0.37
H  2.75  0.44  1.55
H  3.19  -0.30  0.01

Values from the calculation:
Energy, eV: -18719.8829
HOMO (spin up / spin down), eV: -7.1 / -7.5

Here are the Mulliken charges for atoms 1 to 4, given in e:
1. C 0.485
2. C -0.325
3. C -0.647
4. C -0.349

=====

# 3
C6H11NS | wB97M-V/def2-TZVPD

Positions of all 19 atoms, in Å:
C  -1.68  1.53  0.15
C  -1.88  0.24  -0.64
C  -1.01  -0.96  -0.14
C  0.44  -1.00  -0.51
C  1.32  -0.38  0.76
C  3.78  -0.12  0.15
H  -0.88  2.25  -0.32
H  -2.77  1.91  0.14
H  -1.26  1.27  1.26
H  -1.87  0.42  -1.69
H  -2.85  -0.32  -0.18
H  -1.47  -1.78  -0.70
H  -1.21  -1.00  1.01
H  0.68  -2.01  -0.71
H  0.62  -0.24  -1.23
H  1.03  0.94  0.62
H  1.04  -0.84  1.82
N  2.70  -0.31  0.63
S  5.25  0.40  -0.41

Values from the calculation:
Energy, eV: -18722.4936
HOMO, eV: -8.8

Here are the Mulliken charges for atoms 1 to 4, given in e:
1. C -0.906
2. C -0.450
3. C -0.593
4. C -0.749

=====

# 4
C6H11NS | wB97M-V/def2-TZVPD

Positions of all 19 atoms, in Å:
C  -1.92  2.04  0.03
C  -1.60  2.42  -1.21
C  -2.22  -1.61  0.51
C  -1.37  -0.30  0.69
C  -3.22  -0.74  -0.23
C  2.52  1.50  0.49
N  -2.43  0.33  -0.02
S  2.53  -0.22  -0.01
H  -1.54  1.84  -2.17
H  -0.98  3.31  -1.33
H  -1.84  -2.44  -0.09
H  -2.63  -1.78  1.56
H  -1.26  0.07  1.71
H  -0.38  -0.18  0.14
H  -4.04  -0.90  -0.87
H  3.47  2.00  0.72
H  1.69  2.05  -0.20
H  2.13  1.42  1.51
H  3.52  -0.47  -0.90

Values from the calculation:
Energy, eV: -18718.9014
HOMO, eV: -8.2

Here are the Mulliken charges for atoms 1 to 4, given in e:
1. C -0.437
2. C -0.521
3. C -0.387
4. C -0.254

=====

# 5
C6H11NS | wB97M-V/def2-TZVPD

Positions of all 19 atoms, in Å:
C  -1.49  -0.81  0.58
C  -0.87  0.47  -0.01
C  -0.17  1.85  0.08
C  1.37  1.26  -0.11
C  1.30  -0.27  -0.20
C  0.00  -0.66  0.59
H  -1.99  -1.28  -1.46
H  -3.21  -1.63  -0.32
H  -1.94  -1.09  1.58
H  -0.92  0.22  -1.14
H  -0.48  2.63  -0.61
H  -0.15  2.33  1.14
H  1.89  1.55  -1.15
H  1.99  1.51  0.76
H  1.02  -0.62  -1.22
H  2.55  -2.45  0.14
H  0.30  -0.26  1.64
N  -2.20  -1.68  -0.36
S  2.98  -1.09  0.06

Values from the calculation:
SMILES: N[C@@H]1[C@H]2CC[C@@H](S)[C@H]12
Energy, eV: -18720.9483
HOMO, eV: -8.7

Here are the Mulliken charges for atoms 1 to 4, given in e:
1. C 0.121
2. C 0.014
3. C -0.845
4. C -0.566

=====

# 6
C6H11NS | wB97M-V/def2-TZVPD

Positions of all 19 atoms, in Å:
C  0.90  0.08  0.05
C  0.09  -0.96  0.89
C  -1.04  -1.38  0.04
C  -1.37  -0.11  -0.86
C  -0.09  0.71  -0.95
C  0.97  1.48  0.72
H  2.32  -1.64  -0.80
H  0.65  -1.82  1.27
H  -0.20  -0.50  1.88
H  -1.90  -1.74  0.65
H  -0.72  -2.19  -0.65
H  -2.18  0.47  -0.37
H  -1.79  -0.39  -1.87
H  0.26  0.83  -1.98
H  -0.98  2.09  0.36
H  0.64  1.48  1.77
H  1.94  1.99  0.51
N  -0.12  1.97  -0.20
S  2.63  -0.38  -0.48

Values from the calculation:
SMILES: S[C@]12CCC[C@H]1NC2
Energy, eV: -18724.5107
HOMO, eV: -8.9

Here are the Mulliken charges for atoms 1 to 4, given in e:
1. C 0.822
2. C -1.033
3. C -0.355
4. C -0.912

=====

# 7
C6H11NS | wB97M-V/def2-TZVPD

Positions of all 19 atoms, in Å:
C  2.15  -0.40  0.56
C  0.98  -0.39  -0.44
C  -0.36  -0.86  0.14
C  -1.82  -1.03  -0.24
C  -1.22  1.32  0.18
C  -0.18  0.53  -0.58
H  4.16  1.03  0.64
H  2.33  -1.38  1.05
H  1.92  0.24  1.41
H  1.19  -0.84  -1.39
H  -0.30  -0.65  1.22
H  -1.89  -1.34  -1.29
H  -2.34  -1.79  0.40
H  -3.00  0.71  -0.60
H  -1.50  2.22  -0.45
H  -1.01  1.56  1.25
H  -0.43  0.51  -1.63
N  -2.38  0.37  0.08
S  3.71  0.19  -0.30

Values from the calculation:
SMILES: SCC1[C@@H]2CNC[C@@H]12
Energy, eV: -18722.0785
HOMO, eV: -8.5

Here are the Mulliken charges for atoms 1 to 4, given in e:
1. C -0.780
2. C 0.283
3. C -0.297
4. C -0.663

=====

# 8
C6H11NS | wB97M-V/def2-TZVPD

Positions of all 19 atoms, in Å:
C  2.59  0.08  0.87
C  0.61  -1.22  -0.57
C  -0.39  -0.33  -0.64
C  -0.30  1.13  -0.96
C  -1.76  -0.77  -0.35
C  -2.13  -1.67  0.54
H  1.96  0.98  0.85
H  2.38  -0.48  1.78
H  3.67  0.36  0.90
H  0.35  -2.27  -0.55
H  0.62  1.31  -1.48
H  -1.08  1.38  -1.64
H  -1.24  1.93  0.67
H  -0.05  2.91  0.09
H  -2.58  -0.25  -0.91
H  -3.18  -1.89  0.59
H  -1.44  -2.23  1.20
N  -0.36  1.93  0.24
S  2.36  -0.90  -0.63

Values from the calculation:
SMILES: C=C/C(=C/SC)CN
Energy, eV: -18724.2307
HOMO, eV: -8.3

Here are the Mulliken charges for atoms 1 to 4, given in e:
1. C -0.686
2. C -0.785
3. C 1.004
4. C -1.115

=====

# 9
C6H11NS | wB97M-V/def2-TZVPD

Positions of all 19 atoms, in Å:
C  1.23  0.39  0.04
C  0.64  -0.64  0.89
C  0.07  -0.32  2.03
C  0.44  -2.03  0.19
C  -0.06  1.11  2.35
C  -1.16  0.60  -3.09
N  -0.42  0.00  -1.98
S  0.74  0.86  -1.45
H  2.04  0.94  0.44
H  -0.45  -0.96  2.74
H  -0.33  -1.66  -0.54
H  0.38  -2.87  0.90
H  1.45  -2.35  -0.30
H  -1.00  1.30  2.93
H  -0.01  1.88  1.55
H  0.73  1.49  3.11
H  -1.05  1.66  -3.10
H  -1.09  0.09  -4.05
H  -2.16  0.53  -2.65

Values from the calculation:
Energy, eV: -18721.9332
HOMO, eV: -8.0

Here are the Mulliken charges for atoms 1 to 4, given in e:
1. C -0.538
2. C 0.288
3. C -0.141
4. C -1.108

=====

# 10
C6H11O | wB97M-V/def2-TZVPD

Positions of all 18 atoms, in Å:
C  -2.43  -0.50  -0.25
O  -3.57  -0.25  0.39
C  -1.27  0.49  -0.01
C  0.01  0.02  -0.78
C  1.28  -0.14  0.06
C  1.92  -1.29  0.04
C  1.64  1.10  0.81
H  -2.58  -0.57  -1.37
H  -1.93  -1.50  0.01
H  -1.03  0.56  1.05
H  -1.58  1.50  -0.31
H  0.24  0.74  -1.57
H  -0.26  -0.92  -1.27
H  2.81  -1.50  0.63
H  1.57  -2.15  -0.51
H  1.72  0.95  1.89
H  0.89  1.88  0.66
H  2.59  1.58  0.52

Values from the calculation:
SMILES: C=C(C)CCC[O-]
Energy, eV: -8446.6184
Total charge: -1
HOMO, eV: -2.2

Here are the Mulliken charges for atoms 1 to 4, given in e:
1. C -0.631
2. O -0.863
3. C -0.306
4. C -0.943

=====

# 11
C6H11O | wB97M-V/def2-TZVPD

Positions of all 18 atoms, in Å:
C  -1.54  -0.06  1.01
O  -1.96  0.24  2.24
C  -0.54  0.92  0.38
C  -0.40  0.67  -1.16
C  0.62  -0.39  -1.69
C  2.62  -0.55  -0.14
C  1.42  -0.97  -0.56
H  -1.11  -1.11  0.86
H  -2.37  -0.19  0.26
H  0.44  0.90  0.84
H  -0.97  1.92  0.46
H  -0.04  1.62  -1.56
H  -1.43  0.51  -1.49
H  1.38  0.16  -2.25
H  0.14  -1.19  -2.25
H  3.14  0.20  -0.74
H  3.05  -0.80  0.81
H  0.83  -1.62  0.09

Values from the calculation:
SMILES: C=CCCCC[O-]
Energy, eV: -8446.1745
Total charge: -1
HOMO, eV: -2.1

Here are the Mulliken charges for atoms 1 to 4, given in e:
1. C -0.257
2. O -0.882
3. C -0.463
4. C -0.627

=====

# 12
C6H11O | wB97M-V/def2-TZVPD

Positions of all 18 atoms, in Å:
C  -2.19  1.25  1.12
O  -3.50  1.60  0.99
C  -1.80  0.04  0.20
C  -0.44  -0.64  0.31
C  0.66  -0.02  -0.47
C  1.96  -0.73  -0.14
C  3.07  -0.54  -1.14
H  -1.97  0.95  2.17
H  -1.53  2.12  0.87
H  -2.52  -0.71  0.56
H  -2.11  0.35  -0.80
H  -0.22  -0.57  1.39
H  -0.50  -1.72  0.17
H  0.23  0.37  -1.39
H  1.42  0.63  0.17
H  4.08  -0.70  -0.80
H  2.91  -0.11  -2.12
H  2.45  -1.56  -1.10

Values from the calculation:
Energy, eV: -8441.9889
Total charge: -1
HOMO, eV: -2.1

Here are the Mulliken charges for atoms 1 to 4, given in e:
1. C -0.464
2. O -0.897
3. C -0.603
4. C -0.312